# 1
22
Properties=species:S:1:pos:R:3:forces:R:3 method="wB97M-V/def2-TZVPD" homo_energy_ha=-0.49392 smiles=NB(O)[C@@H]1C[NH2+][C@H](N)C1 total_energy_ha=-424.4302 charge=+1 orbital_gap_ha=0.36990 lumo_energy_ev=-3.375
N -0.9998 1.4817 1.7997 0.417 -0.570 -0.162
B -1.0564 1.2540 0.4051 -0.022 0.287 0.062
O -1.1326 2.3294 -0.4681 -0.335 -0.267 -0.235
C -1.0797 -0.1966 -0.2875 0.285 0.311 0.203
C -0.5822 -1.3788 0.5474 -0.444 -0.395 -0.227
N 0.8618 -1.6154 0.0917 -0.279 0.073 -0.086
C 1.2289 -0.4799 -0.8440 0.278 0.062 -0.060
N 1.6866 0.6298 -0.0482 -0.246 -0.018 0.170
C -0.1124 -0.1971 -1.4878 -0.266 -0.213 -0.124
H -0.4543 2.2678 2.1216 -0.445 0.243 0.064
H -0.9056 0.6993 2.4274 -0.076 0.107 0.131
H -1.9173 2.8806 -0.3538 0.409 0.144 0.166
H -2.0903 -0.4062 -0.6399 -0.035 0.034 0.023
H -0.6418 -1.2957 1.6285 0.304 0.249 0.020
H -1.1209 -2.2888 0.2926 0.011 -0.074 -0.008
H 1.5173 -1.7462 0.8609 0.016 0.069 -0.008
H 0.8741 -2.4669 -0.4682 0.121 -0.057 0.139
H 1.9738 -0.8654 -1.5433 0.032 -0.093 -0.003
H 2.2397 1.2796 -0.5916 -0.064 0.043 0.027
H 2.1927 0.3776 0.7901 0.209 0.002 -0.130
H -0.1227 0.7363 -2.0435 0.078 0.092 0.092
H -0.3589 -0.9992 -2.1891 0.052 -0.028 -0.054

***

# 2
28
Properties=species:S:1:pos:R:3:forces:R:3 method="wB97M-V/def2-TZVPD" homo_energy_ha="-0.50887 / -0.53347" s2=0.760 total_energy_ha=-2111.0166 relative_energy_kj_mol=15.71 charge=+1 orbital_gap_ha="0.35617 / 0.39593" lumo_energy_ev="-4.155 / -3.743" spin_multiplicity=2
V 0.2442 0.7185 0.5633 0.172 -0.430 -0.046
N -1.4950 0.9424 -0.6875 -0.082 0.067 0.048
C -1.7625 -0.1971 -1.5976 0.011 0.031 0.034
C -0.4376 -0.6558 -2.1861 0.017 0.006 0.024
N 0.5812 -0.7797 -1.1261 -0.006 0.068 -0.048
C 0.7605 -2.1137 -0.5230 0.020 -0.001 -0.044
C -0.2766 -2.3494 0.5574 -0.044 -0.029 0.026
N -0.2989 -1.1781 1.4650 -0.015 0.009 -0.003
H -2.3398 1.2028 -0.1853 0.014 -0.009 0.022
H -1.2240 1.7660 -1.2253 -0.034 -0.001 -0.016
H -2.4547 0.0834 -2.3921 0.005 -0.001 -0.003
H -2.2378 -0.9831 -1.0136 0.005 -0.003 -0.007
H -0.0846 0.0981 -2.8915 -0.002 -0.008 -0.003
H -0.5640 -1.5885 -2.7407 -0.012 -0.003 0.010
H 1.4789 -0.4742 -1.4866 -0.002 -0.015 -0.016
H 1.7555 -2.1274 -0.0793 0.001 -0.003 0.000
H 0.7115 -2.9055 -1.2744 0.002 0.000 0.000
H -0.0522 -3.2685 1.0991 -0.004 0.002 0.000
H -1.2714 -2.4647 0.1303 0.003 -0.004 -0.004
H 0.4510 -1.2526 2.1504 0.011 -0.028 -0.016
H -1.1632 -1.1521 1.9975 0.009 -0.001 0.018
F 0.9013 2.1490 -0.4430 0.080 0.114 -0.142
Te 1.7812 3.0174 1.8547 0.213 0.154 0.036
F 2.9782 4.4581 1.8408 -0.211 -0.034 0.065
F 0.3862 4.1930 1.6504 0.090 0.032 -0.043
F 1.6888 3.0480 3.6968 -0.073 0.018 -0.044
F 1.9966 0.2586 0.9230 -0.040 -0.113 -0.015
O -0.0529 1.5553 1.9233 -0.128 0.182 0.170

***

# 3
18
Properties=species:S:1:pos:R:3:forces:R:3 method="wB97M-V/def2-TZVPD" homo_energy_ha=-0.32498 smiles=CCN.CC total_energy_ha=-214.9255 relative_energy_kj_mol=20.36 orbital_gap_ha=0.36415 lumo_energy_ev=1.066
C 1.7507 -0.6066 -0.0481 0.288 -0.654 -0.140
C 2.9305 -0.2429 -0.9850 -1.157 0.683 0.443
N 3.5200 1.0146 -0.5763 1.336 -0.209 0.597
H 1.8106 -1.6880 0.1106 -0.256 0.097 0.157
H 1.8052 -0.1314 0.9314 0.186 0.085 -0.082
H 0.7688 -0.4171 -0.4781 0.031 0.233 -0.076
H 3.6339 -1.0706 -0.9095 0.325 0.335 -0.312
H 2.5015 -0.1535 -1.9836 0.263 -0.485 -0.371
H 4.3199 1.3903 -1.0646 -0.092 -0.501 -0.296
H 2.9054 1.7658 -0.3890 -0.937 0.417 0.081
C -3.5764 0.6158 0.3846 0.468 0.340 -0.618
C -2.9127 -0.6288 0.9759 -0.408 0.420 -0.258
H -4.5761 0.4489 -0.0086 -0.251 -0.111 0.401
H -3.0506 1.0338 -0.4822 0.307 -0.263 0.126
H -3.5575 1.4214 1.1155 -0.428 0.015 0.120
H -2.6905 -1.3807 0.2146 -0.035 0.029 0.163
H -1.9936 -0.3248 1.4694 0.167 -0.217 0.047
H -3.5891 -1.0462 1.7230 0.192 -0.214 0.015

***

# 4
18
Properties=species:S:1:pos:R:3:forces:R:3 method="wB97M-V/def2-TZVPD" homo_energy_ha=-0.32047 smiles=CNC.CC total_energy_ha=-214.9120 relative_energy_kj_mol=55.66 orbital_gap_ha=0.36037 lumo_energy_ev=1.086
C -1.1405 1.7237 1.6622 -1.029 1.133 -0.008
N -0.5596 0.5030 1.1918 0.296 -0.454 0.277
C 0.7937 0.2284 1.6795 -0.581 -0.060 -0.501
H -0.7038 2.6203 1.2109 0.587 -0.258 0.009
H -1.1791 1.9115 2.7470 0.225 -0.314 0.039
H -2.1731 1.8245 1.3075 -0.008 -0.426 0.109
H -1.1504 -0.2872 1.4137 -0.136 0.095 -0.043
H 0.8344 -0.1872 2.6861 -0.008 0.282 0.363
H 1.2493 -0.5204 1.0327 0.168 0.104 -0.127
H 1.3351 1.1656 1.6096 0.394 -0.041 0.136
C 0.4745 -0.4157 -1.7576 -1.976 -0.492 -0.889
C 0.3076 -1.8402 -2.3268 0.623 0.152 0.029
H 0.1693 0.2162 -2.5971 0.420 0.414 0.159
H -0.3392 -0.2847 -1.0551 0.256 0.300 0.506
H 1.3938 -0.0615 -1.3214 0.457 -0.347 -0.082
H -0.7444 -2.0827 -2.4424 -0.258 0.222 0.002
H 0.7043 -2.6463 -1.7089 0.318 0.101 -0.042
H 0.7280 -1.8675 -3.3315 0.252 -0.411 0.064

***

# 5
18
Properties=species:S:1:pos:R:3:forces:R:3 method="wB97M-V/def2-TZVPD" homo_energy_ha=-0.34601 smiles=CCC.CN total_energy_ha=-214.9136 relative_energy_kj_mol=51.68 orbital_gap_ha=0.38178 lumo_energy_ev=0.973
C -0.8868 0.6382 -1.7426 -0.040 0.397 -0.672
C 0.3187 1.5462 -1.3817 -0.323 -0.084 -0.398
C -0.0689 2.7704 -0.5372 0.759 -0.620 0.671
H -0.5953 -0.3507 -1.4038 -0.763 -0.349 -0.230
H -1.1651 0.6368 -2.7996 0.881 -0.349 -0.326
H -1.8848 0.9478 -1.4117 0.453 -0.004 1.127
H 0.8951 1.8284 -2.2673 -0.417 0.186 -0.151
H 1.0244 0.8861 -0.8816 0.083 0.223 0.480
H 0.4442 3.6851 -0.8264 -0.328 0.103 -0.308
H -1.1480 2.8509 -0.5129 -0.131 0.516 -0.151
H 0.2483 2.6153 0.5010 -0.168 -0.043 -0.039
C 0.1912 -2.6100 2.4015 -0.101 -0.291 0.714
N 0.4718 -2.2516 1.0243 0.375 0.649 -0.442
H 0.7183 -3.5045 2.7449 0.111 -0.137 -0.598
H -0.8654 -2.8571 2.4821 -0.084 0.138 0.117
H 0.4575 -1.8837 3.1770 -0.226 0.409 -0.185
H -0.0601 -1.4285 0.7376 -0.228 -0.391 0.257
H 1.4247 -1.9206 0.9123 0.147 -0.354 0.133

***

# 6
19
Properties=species:S:1:pos:R:3:forces:R:3 method="wB97M-V/def2-TZVPD" homo_energy_ha="-0.30157 / -0.31024" s2=0.753 total_energy_ha=-269.6055 relative_energy_kj_mol=90.86 orbital_gap_ha="0.34337 / 0.31641" lumo_energy_ev="1.137 / 0.168" spin_multiplicity=2
N 2.3348 -1.2643 -0.7638 0.778 -0.051 -0.041
C 0.5221 1.2533 -0.1589 1.637 -0.033 0.225
C 0.7436 1.0138 1.3499 -1.263 0.909 0.121
C -0.3453 0.2511 -0.8335 -1.532 1.410 -0.408
N -1.6745 0.2346 -0.3289 0.101 -0.432 0.578
C -2.1885 -0.9779 0.2870 -0.165 0.105 -0.225
H 1.5274 1.2972 -0.5861 -0.024 -0.254 -0.364
H 2.0152 -1.7053 0.0848 -0.271 0.157 -0.081
H 2.4861 -1.9597 -1.4787 -0.161 0.056 -0.034
H 0.1911 2.2799 -0.3451 -0.577 -0.027 0.059
H 0.3483 0.0463 1.6542 0.586 -0.243 0.025
H 0.1425 1.7187 1.9348 -0.060 -0.016 -0.107
H 1.7632 1.2373 1.6416 0.221 -0.566 0.017
H -0.3377 0.1885 -1.9241 0.660 -0.188 -0.029
H 1.7418 -0.5114 -1.0799 -0.026 -0.540 0.110
H -2.3291 0.8520 -0.7793 -0.091 -0.221 -0.175
H -1.4137 -1.7350 0.2054 0.117 -0.105 0.371
H -2.4684 -0.7939 1.3252 0.126 -0.236 0.157
H -3.0588 -1.4252 -0.2049 -0.055 0.274 -0.200

***

# 7
19
Properties=species:S:1:pos:R:3:forces:R:3 method="wB97M-V/def2-TZVPD" homo_energy_ha=-0.49525 smiles=C[C@@H]([NH3+])CCN total_energy_ha=-269.4672 relative_energy_kj_mol=87.80 charge=+1 orbital_gap_ha=0.37309 lumo_energy_ev=-3.324
C 0.0435 -0.9370 -2.0398 0.217 -0.631 -0.543
C -0.4319 -0.4644 -0.6937 1.619 0.124 0.567
N -0.1057 -1.5533 0.3749 -0.343 -0.534 0.465
C 0.2590 0.8337 -0.3178 -0.571 1.378 -0.844
C -0.1488 1.6358 0.9236 1.626 0.244 0.375
N 0.3351 0.8941 2.1068 -0.735 -0.583 0.412
H 1.1221 -0.8857 -2.2678 -0.401 0.075 0.470
H -0.3039 -1.9604 -2.1913 0.070 -0.093 -0.227
H -0.4853 -0.3347 -2.7695 0.080 0.093 -0.273
H -1.4923 -0.3696 -0.8288 -0.670 -0.098 0.874
H -0.8760 -1.7452 1.0401 0.323 0.193 -0.546
H 0.1628 -2.4340 -0.0596 -0.492 -0.220 -0.389
H 0.7050 -1.3784 0.9788 -0.111 1.070 -0.050
H 0.0278 1.4856 -1.1798 0.246 -0.169 0.111
H 1.3462 0.7003 -0.3311 -0.127 -0.115 0.092
H 0.4265 2.6243 0.9092 -1.159 -1.154 -0.307
H -1.2269 1.8133 0.9633 0.171 0.109 -0.004
H 1.0579 1.3859 2.6141 -0.076 0.034 -0.034
H -0.4151 0.6899 2.7683 0.335 0.277 -0.148

***

# 8
19
Properties=species:S:1:pos:R:3:forces:R:3 method="wB97M-V/def2-TZVPD" homo_energy_ha=-0.52360 total_energy_ha=-269.2326 relative_energy_kj_mol=703.90 charge=+1 orbital_gap_ha=0.21028 lumo_energy_ev=-8.526
C 0.3606 -0.6333 -0.3169 1.674 -0.578 2.145
N 1.4958 0.1471 -0.2261 -1.204 -0.641 0.794
C -0.8658 0.0517 0.3058 -0.226 1.098 -0.560
N 1.4174 0.2347 -2.8935 -0.462 -0.467 0.331
C -3.0883 0.0494 1.4120 0.354 0.385 0.232
C -1.9156 -0.6111 0.7627 -0.133 -0.527 -0.171
H 0.4624 -1.6651 0.0249 -0.003 -0.005 -0.094
H 0.1319 -0.6183 -1.4244 -0.368 0.478 -0.878
H 2.2298 -0.3466 0.3125 0.124 -0.067 -0.655
H 8.9236 2.7703 6.8235 0.874 -0.841 0.342
H -0.7481 1.1273 0.3645 -0.287 -0.015 -0.121
H 1.3434 1.1821 -3.2337 0.013 0.241 -0.009
H 1.6461 0.1931 -1.9018 0.467 0.517 -0.556
H 2.0687 -0.2834 -3.4622 0.128 -0.182 -0.208
H -2.9687 1.1294 1.4132 -0.004 0.094 0.023
H -3.1869 -0.2795 2.4457 -0.071 -0.107 0.004
H -4.0175 -0.1762 0.8921 0.024 -0.227 -0.106
H 8.4308 3.2438 6.6300 -0.874 0.841 -0.343
H -1.9359 -1.6966 0.7143 -0.025 0.002 -0.170

***

# 9
19
Properties=species:S:1:pos:R:3:forces:R:3 method="wB97M-V/def2-TZVPD" homo_energy_ha=-0.50121 smiles=C[NH2+][C@H](C)CN total_energy_ha=-269.4529 relative_energy_kj_mol=125.55 charge=+1 orbital_gap_ha=0.38159 lumo_energy_ev=-3.255
C 0.1909 -1.8270 -1.5754 0.833 -1.593 0.404
N 0.3594 -0.4220 -1.1624 -0.154 0.637 -0.014
C 0.1171 -0.0714 0.3134 -0.155 -0.808 -0.830
C -1.3606 -0.3528 0.6320 1.387 -1.119 0.233
C 0.5033 1.3766 0.5499 1.271 1.107 -0.056
N 0.1008 1.8965 1.8454 0.321 -0.212 0.593
H 0.4743 -1.9411 -2.6273 -0.444 0.220 0.169
H 0.8870 -2.4914 -1.0231 -0.268 0.658 -0.062
H -0.8023 -2.2000 -1.3490 -0.168 0.288 -0.269
H -0.3012 0.1240 -1.7220 0.430 0.295 -0.087
H 1.3274 -0.1662 -1.3658 -0.197 0.385 -0.341
H 0.9283 -0.6966 0.7102 -0.842 -0.157 0.989
H -1.5708 0.3439 1.4376 -0.771 -0.019 -0.168
H -1.9603 -0.3069 -0.2788 -0.211 0.734 0.194
H -1.4949 -1.3877 0.9617 0.027 0.216 0.280
H 0.0993 2.0622 -0.1872 -0.398 -0.163 -0.434
H 1.6004 1.4510 0.4323 -0.159 -0.063 -0.183
H 0.8081 1.6995 2.5483 -0.158 -0.426 0.011
H 0.0939 2.9094 1.8600 -0.347 0.021 -0.428

***

# 10
19
Properties=species:S:1:pos:R:3:forces:R:3 method="wB97M-V/def2-TZVPD" homo_energy_ha=-0.48568 total_energy_ha=-269.2302 relative_energy_kj_mol=710.25 charge=+1 orbital_gap_ha=0.16332 lumo_energy_ev=-8.772
C -3.9769 0.7377 -0.0611 -0.301 0.306 0.076
N 2.2264 0.9655 0.4472 -0.085 -0.365 -0.149
C 3.3059 0.2564 -0.1680 0.209 0.169 -0.179
C -2.9377 0.5424 0.7274 0.152 -0.771 -0.389
N 0.2293 -0.0906 -0.6752 -0.371 -0.365 0.485
C 0.1444 -1.4145 -0.2147 0.369 -0.391 -0.629
H -3.8835 0.7580 -1.1387 -0.016 0.083 -0.014
H -4.9595 0.9261 0.3577 0.017 -0.111 -0.116
H 2.2213 0.9486 1.4609 0.046 -0.236 0.170
H 4.2441 0.6437 0.2268 0.080 -0.059 0.080
H 3.2989 -0.8309 0.0174 -0.029 0.069 0.108
H 3.2764 0.4263 -1.2423 0.021 -0.060 -0.084
H -1.9707 0.3240 0.2953 0.130 0.265 0.015
H -3.0243 0.4044 1.7860 -0.056 0.314 0.457
H 1.2663 0.8066 0.0725 -0.281 0.788 -0.603
H 0.3238 -0.1153 -1.7076 0.412 0.318 0.271
H 0.7444 -1.5607 0.6841 -0.289 0.043 0.372
H -0.9185 -1.5524 0.0820 -0.016 0.091 0.216
H 0.3898 -2.1753 -0.9496 0.007 -0.086 -0.086

***

# 11
19
Properties=species:S:1:pos:R:3:forces:R:3 method="wB97M-V/def2-TZVPD" homo_energy_ha=-0.48295 smiles=C[NH2+][C@@H](C)CN total_energy_ha=-269.4400 relative_energy_kj_mol=159.27 charge=+1 orbital_gap_ha=0.36331 lumo_energy_ev=-3.256
C 2.2915 0.7336 0.1560 0.371 -0.055 -1.320
N 1.1854 -0.1396 0.6195 -1.035 -0.048 0.339
C -0.2873 0.1648 0.0774 2.300 0.032 0.883
C -0.2030 0.0972 -1.4467 -1.256 1.685 0.695
C -1.2591 -0.7170 0.8637 -0.708 -0.704 -2.330
N -2.5583 -0.7377 0.1673 -0.612 0.402 1.161
H 2.0003 1.7636 -0.0464 -0.516 -0.109 0.365
H 2.5932 0.3290 -0.8074 0.351 0.084 0.079
H 3.1371 0.7541 0.8375 -0.164 -0.334 0.154
H 1.2895 -1.1033 0.3205 0.718 -0.247 0.223
H 1.1862 -0.1143 1.6381 -0.292 -0.261 0.040
H -0.3241 1.1830 0.4575 -0.770 0.329 -0.591
H 0.5003 0.8577 -1.7885 0.436 -0.543 -0.144
H -1.1253 0.6107 -1.7235 -0.243 -0.335 -0.426
H -0.1678 -0.8518 -1.9710 0.285 -0.188 0.335
H -0.9888 -1.7860 0.8304 0.762 0.383 0.453
H -1.3557 -0.3550 1.8761 -0.059 -0.052 0.296
H -3.2864 -0.2949 0.7132 0.027 -0.078 -0.090
H -2.6277 -0.3942 -0.7739 0.405 0.041 -0.121

***

# 12
19
Properties=species:S:1:pos:R:3:forces:R:3 method="wB97M-V/def2-TZVPD" homo_energy_ha="-0.75862 / -0.75832" s2=0.754 total_energy_ha=-268.8525 relative_energy_kj_mol=403.96 charge=+2 orbital_gap_ha="0.46369 / 0.21100" lumo_energy_ev="-8.025 / -14.893" spin_multiplicity=2
N -0.2593 -0.5905 -1.9607 0.555 4.101 -4.441
C -0.2140 0.9627 -1.6582 -0.718 -1.029 2.192
C 0.8109 0.8657 -0.5430 2.758 5.437 -1.624
N 0.5690 -0.1988 0.3656 3.981 -2.289 0.119
C -0.6172 -0.4865 1.1899 -1.004 -1.309 0.097
C -0.3352 -0.4716 2.6834 -0.981 -2.356 -0.297
H -0.9824 -0.4822 -2.6427 -1.995 -1.829 -0.584
H 0.5499 -0.8123 -2.6087 -0.119 -1.135 1.373
H 0.7063 -0.9881 -0.3835 0.074 0.532 2.714
H -1.2480 1.3699 -1.3709 1.386 -0.849 -0.330
H 0.0628 1.4609 -2.6569 0.024 -0.849 0.939
H 1.8273 0.6114 -1.0413 -1.498 0.434 0.765
H 1.0539 1.8901 -0.0420 -0.833 -1.717 -0.587
H 1.4683 -0.1018 1.0028 -2.018 -1.146 -1.147
H -1.3603 0.1769 0.8780 -1.151 1.844 0.071
H -1.0748 -1.3951 0.7460 0.745 -0.164 0.908
H -1.2831 -0.6783 3.2076 0.256 -0.411 -0.319
H -0.1619 0.4911 3.0268 1.070 1.924 0.509
H 0.4079 -1.2399 3.0180 -0.533 0.812 -0.359